The following is a DFT calculation (ωB97M-V/def2-TZVPD) of a 4-piece molecular cluster, C3H13O4S overall at a distorted geometry.

Summary:
HOMO level = -0.1680 hartree
total energy = -821.24247 hartree
largest force on an atom = 3.40 eV/Å
ΔE to the lowest compared entry with this formula, charge and spin = 33.7 kcal/mol
charge = -1
Kohn-Sham gap = 7.671 eV

CARTESIAN COORDINATES (ANGSTROEM)
S (-3.1902, -0.1938, 0.8409)
O (3.4753, -0.9296, -0.4618)
O (1.7469, 0.8474, 0.3228)
O (-2.3479, -0.4462, -2.7717)
O (0.2504, -0.3084, -1.8907)
C (-0.1888, -0.2436, 1.3306)
C (-1.3579, 0.5401, 0.7611)
C (1.1107, 0.5579, 1.5135)
H (0.7680, -0.1200, -0.9045)
H (-1.3650, 1.4495, 1.4135)
H (-0.0188, -1.1909, 0.7794)
H (1.7616, -0.1181, 2.1491)
H (-2.8574, 0.1015, -2.0846)
H (-0.3132, -0.5785, 2.5188)
H (-1.2567, 0.9297, -0.2773)
H (4.2528, -0.9660, 0.1626)
H (-3.0625, -0.7259, -0.4072)
H (0.8121, 1.4295, 2.0973)
H (-1.4065, -0.3218, -2.5146)
H (2.8480, -0.1639, -0.0835)
H (0.3393, 0.4512, -2.4935)

Atomic partial charges in e from the natural (NBO) method, atoms 1 to 5: number 1, S, carries -0.167; number 2, O, carries -1.036; number 3, O, carries -0.933; number 4, O, carries -0.982; number 5, O, carries -1.054